## A
ORCA calculation (ωB97M-V with the def2-TZVPD basis set) on the ion C5H7N4 with charge +1.

- highest occupied orbital energy (eV) = -14.001
- frontier orbital gap (eV) = 9.338

ORCA input file:
```
! wB97M-V def2-TZVPD RIJCOSX def2/J DEFGRID3
* xyz 1 1
C -2.906 -0.927 0.042
N -2.009 -0.068 0.326
C -0.875 0.606 0.073
N -0.915 1.907 0.034
N 0.454 0.085 0.053
C 1.065 -1.168 -0.058
C 2.418 -1.021 -0.119
C 2.580 0.364 -0.028
N 1.427 0.987 0.046
H -3.005 -1.340 -0.974
H -3.654 -1.134 0.743
H -1.686 2.560 0.233
H 0.072 2.196 -0.341
H 0.472 -2.056 0.004
H 3.061 -1.881 -0.255
H 3.501 0.890 0.221
*
```

***

## B
ORCA calculation (ωB97M-V with the def2-TZVPD basis set) on the ion C5H7N4 with charge +1.

- highest occupied orbital energy (eV) = -14.776
- frontier orbital gap (eV) = 9.518

ORCA input file:
```
! wB97M-V def2-TZVPD RIJCOSX def2/J DEFGRID3
* xyz 1 1
H 0.611 -3.574 -0.379
N 0.403 -2.642 -0.027
C 0.685 -1.802 -0.931
N 0.395 -0.505 -0.604
N 1.074 0.596 -1.737
C 0.788 1.803 -1.481
C 0.069 2.290 -0.330
C -0.512 1.453 0.538
C -0.326 0.012 0.407
N -0.867 -0.769 1.357
H 1.048 -1.753 -1.892
H 1.167 2.655 -2.046
H -0.094 3.396 -0.115
H -1.057 1.649 1.384
H -1.327 -0.415 2.197
H -0.490 -1.683 1.310
*
```

***

Bottom line: A, by a margin of 0.189 eV.